[1]
34
Properties=species:S:1:pos:R:3:forces:R:3:mulliken_spin:R:1 method="wB97M-V/def2-TZVPD" relative_energy_kcal_mol=42.6 orbital_gap_ev="3.5 / 5.2" multiplicity=6 charge=-2
Ru -0.17888 -1.90647 -0.18772 -0.63 -0.21 1.82 2.615
Cl 0.12836 -4.14557 -0.57345 0.32 -1.01 -0.06 0.161
C -0.21708 -0.85864 -1.91389 -0.85 1.17 -2.03 0.181
H -0.41949 0.24094 -1.88539 0.18 -0.71 -0.25 -0.007
H -0.81035 -1.37288 -2.69313 0.07 0.43 0.07 0.024
H 0.83789 -0.92876 -2.20804 0.06 -0.16 0.23 0.014
Sr -2.79390 0.02018 -1.09105 0.03 -0.98 -0.03 0.070
C -4.37435 -2.15383 -0.54979 0.48 0.72 0.16 0.030
C -3.43689 -0.00978 -3.60601 -0.05 0.56 0.10 -0.001
C -1.36850 -1.15202 1.32144 -2.10 -2.60 -1.94 0.782
H -3.40652 1.09245 -3.79894 -0.14 -0.42 -0.38 0.001
H -2.71091 -0.50946 -4.26769 -0.22 0.17 0.04 -0.001
H -4.45761 -0.39860 -3.79016 0.35 0.22 -0.05 0.001
H -5.11483 -1.87919 0.21580 -0.05 -0.39 0.02 -0.003
H -4.86097 -2.52970 -1.45481 -0.06 -0.02 0.06 0.000
H -3.64137 -2.88445 -0.16228 -0.40 0.15 -0.02 -0.006
H -2.31537 -0.57793 1.28625 0.61 -0.56 0.24 0.011
H -1.23753 -1.81501 2.18030 -0.19 0.21 -0.16 -0.004
O -0.56725 0.35987 2.27544 2.14 3.04 0.09 -0.017
S 0.29839 0.80567 1.14996 2.43 -1.91 0.65 0.156
O -0.44414 1.47782 0.07441 -0.29 0.20 0.47 0.020
N 1.11472 -0.56803 0.58509 -1.37 0.89 0.30 0.056
C 2.39695 -0.29987 0.07173 -0.27 1.24 0.98 0.108
O 2.86496 -0.91987 -0.88531 0.54 -0.02 0.45 0.131
C 2.89014 0.82735 0.88269 1.00 -1.57 -2.22 0.230
C 4.20915 1.24082 1.03607 0.52 1.11 0.77 -0.059
C 4.50225 2.23582 1.97840 0.94 -0.84 -1.08 0.123
C 3.48528 2.85691 2.72267 -1.59 0.31 0.76 0.206
C 2.13922 2.49250 2.49314 1.11 0.06 0.30 -0.108
C 1.87048 1.49976 1.56246 -1.88 1.19 1.26 0.220
H 4.99232 0.77319 0.44387 -0.09 -0.01 0.15 0.015
H 5.54149 2.52812 2.16780 -0.31 -0.14 -0.18 0.019
H 3.75078 3.56189 3.52694 -0.27 -0.32 -0.48 0.026
H 1.33357 2.89676 3.09319 -0.01 0.20 -0.04 0.006

[2]
71
Properties=species:S:1:pos:R:3:forces:R:3:lowdin_charge:R:1 method="wB97M-V/def2-TZVPD" orbital_gap_ev=8.8 multiplicity=1
C 3.83845 -3.12596 -2.36677 -1.01 -0.60 -1.13 -0.035
C 3.06936 -2.99474 -3.73197 -0.40 0.46 0.33 -0.408
O 3.68926 -3.77990 -4.74470 0.27 0.12 0.65 -0.044
C 2.89418 -1.50294 -4.20240 0.71 -0.18 1.48 -0.217
O 1.52708 -1.08337 -4.00903 -0.52 -0.13 -2.02 -0.315
Si 0.59561 -0.98730 -5.43513 -0.11 0.16 0.34 0.514
O -0.73200 -2.05850 -5.53459 1.35 0.20 2.12 -0.395
Si -1.13589 -2.91590 -4.11515 -2.03 0.25 -0.59 0.387
C -2.98491 -2.74352 -3.61546 0.77 -0.16 0.16 -0.228
P -0.81681 -5.10612 -4.47746 1.48 -0.75 -1.06 0.556
N 0.62142 -5.44068 -5.11610 -0.67 0.68 0.40 -0.365
H 4.90461 -2.85695 -2.48910 -0.59 -0.12 0.29 0.087
H 3.28926 -2.50729 -1.62745 0.60 -0.15 -0.37 0.079
H 3.69490 -4.18804 -2.05658 0.54 0.75 -0.12 0.088
H 2.03831 -3.37975 -3.51563 0.60 0.23 -0.33 0.108
H 3.35249 -3.50963 -5.60250 -0.09 -0.07 -0.06 0.079
H 3.26620 -1.32804 -5.23660 -0.35 -0.26 0.55 0.099
H 3.51348 -0.87434 -3.51637 -0.46 -0.25 -0.64 0.127
H 1.50587 -1.19288 -6.57781 -0.07 -0.36 0.03 0.000
H 0.10268 0.40003 -5.55879 -0.25 -0.18 0.24 -0.015
H -0.37023 -2.57567 -2.91922 0.36 0.10 0.00 -0.015
H -3.66677 -2.79993 -4.48615 0.27 0.22 0.60 0.033
H -3.09147 -1.81570 -3.01289 -0.25 -0.45 -0.60 0.017
H -3.19843 -3.59775 -2.92306 0.10 0.58 -0.54 0.032
H -0.99558 -5.74169 -3.20638 -0.52 0.14 -0.40 -0.033
H -1.85527 -5.61966 -5.33513 -0.04 0.16 0.86 -0.028
H 1.07269 -4.53268 -5.24765 0.27 -0.39 -0.11 -0.101
C -0.66358 -0.80132 3.95822 -0.10 0.03 0.00 -0.084
C -0.41300 -0.58357 2.47176 -0.04 -0.02 0.18 -0.273
N -0.73117 -1.73858 1.64758 0.17 -0.16 -0.19 -0.192
C -0.23665 -1.62003 0.28311 0.21 -0.03 -0.04 -0.248
C -0.82229 -0.51407 -0.59766 0.00 -0.02 -0.24 -0.082
C -2.08022 -2.26533 1.78285 -0.17 -0.06 0.29 -0.246
C -3.25118 -1.32088 1.49071 -0.13 -0.03 -0.12 -0.082
H -0.12159 -1.67391 4.32661 -0.05 -0.03 -0.06 0.081
H -0.31738 0.06956 4.51941 -0.01 -0.01 -0.04 0.064
H -1.72471 -0.92705 4.18088 0.03 -0.03 0.02 0.066
H 0.65184 -0.35757 2.35885 -0.04 -0.07 -0.24 0.119
H -0.95841 0.31410 2.14758 -0.01 0.13 0.04 0.088
H -0.36379 -2.58192 -0.22499 -0.11 -0.02 0.11 0.103
H 0.84801 -1.47344 0.33288 -0.04 0.05 0.14 0.109
H -1.82823 -0.76186 -0.93872 -0.03 0.09 0.07 0.046
H -0.20349 -0.39374 -1.49140 0.02 0.00 0.03 0.060
H -0.84986 0.45121 -0.09008 -0.03 -0.02 0.02 0.063
H -2.20024 -2.64219 2.80283 0.11 0.09 0.01 0.101
H -2.18116 -3.15609 1.15535 0.19 0.09 -0.09 0.113
H -3.10892 -0.33199 1.93117 0.02 -0.03 -0.01 0.067
H -4.17159 -1.73476 1.90847 0.02 0.00 0.01 0.072
H -3.41462 -1.20085 0.41947 0.01 0.11 0.04 0.051
C 0.46249 6.80474 4.76063 -0.08 -0.02 0.02 -0.092
C 0.47447 6.03485 3.44633 -0.02 0.05 0.17 -0.275
N 0.98714 4.67888 3.57024 0.24 -0.15 -0.13 -0.196
C 1.25006 4.04595 2.28506 0.16 0.07 -0.11 -0.249
C 0.05608 3.78074 1.36516 0.00 -0.18 -0.14 -0.086
C 0.33123 3.83702 4.55878 -0.09 0.09 0.33 -0.248
C -1.17638 3.60499 4.41203 -0.08 -0.18 -0.01 -0.084
H 1.45470 6.82493 5.21454 -0.02 -0.08 -0.01 0.079
H 0.15604 7.83685 4.57862 0.00 -0.04 -0.02 0.072
H -0.24325 6.38065 5.47711 0.04 0.01 0.01 0.064
H 1.11903 6.58619 2.75519 0.02 -0.21 -0.10 0.117
H -0.53530 6.05580 3.01421 -0.08 0.08 -0.03 0.098
H 1.78275 3.10470 2.45467 -0.09 0.02 0.15 0.110
H 1.96390 4.67479 1.74192 -0.06 0.11 0.10 0.109
H -0.53742 2.93427 1.71186 -0.06 0.07 -0.01 0.041
H 0.41410 3.52893 0.36356 0.01 0.01 0.02 0.071
H -0.59430 4.65081 1.26740 0.00 -0.02 0.04 0.067
H 0.51051 4.26631 5.54896 0.02 0.11 -0.09 0.101
H 0.83482 2.86608 4.59415 0.08 0.08 -0.21 0.110
H -1.71859 4.52145 4.17110 0.05 -0.01 0.00 0.068
H -1.58447 3.22185 5.35009 0.02 0.01 0.00 0.072
H -1.39390 2.86242 3.64352 -0.07 0.10 -0.02 0.046

[3]
14
Properties=species:S:1:pos:R:3:forces:R:3:nbo_charge:R:1 method="wB97M-V/def2-TZVPD" smiles=O[C@H]1[C@H]2CC[C@@H]12 relative_energy_kcal_mol=62.3 orbital_gap_ev=9.9 multiplicity=1
O -0.44164 1.64157 0.68563 -0.45 -0.02 0.03 -0.708
C -0.20814 0.39403 1.28267 0.12 -0.12 0.61 0.062
C -0.31494 -0.97743 0.62289 -0.99 0.91 0.15 -0.242
C -0.41901 -0.54071 -0.83294 0.01 -0.29 -0.33 -0.409
C 1.07457 -0.10810 -0.71494 0.15 0.07 -0.16 -0.374
C 1.01756 -0.29096 0.81658 0.27 0.15 0.11 -0.254
H -1.33143 1.95540 0.87724 -0.04 -0.14 0.03 0.472
H -0.65653 0.27853 2.25485 0.83 0.42 0.76 0.184
H -0.69267 -1.78009 1.26271 -0.29 0.16 -0.74 0.220
H -1.06000 0.35008 -0.94368 0.04 -0.61 -0.04 0.209
H -0.72931 -1.27808 -1.56145 0.46 -0.19 -0.30 0.208
H 1.69861 -0.87388 -1.18124 0.11 0.15 0.19 0.208
H 1.35783 0.88697 -1.06944 -0.11 -0.16 -0.09 0.207
H 1.85892 -0.47101 1.47848 -0.09 -0.33 -0.23 0.217

[4]
24
Properties=species:S:1:pos:R:3:forces:R:3:nbo_charge:R:1 method="wB97M-V/def2-TZVPD" smiles=Cc1c[nH]cn1.Cc1c[nH]cn1 relative_energy_kcal_mol=82.1 orbital_gap_ev=8.8 multiplicity=1
C -1.70294 -0.01643 1.89074 6.15 0.27 6.26 -0.654
C -1.77537 0.33854 0.57998 -5.01 0.35 -8.75 0.104
C -2.80793 -0.32047 -0.24437 3.74 2.53 0.66 -0.141
N -2.78402 0.29775 -1.48488 -2.51 -1.83 -0.10 -0.497
C -1.93452 1.32053 -1.46964 1.21 -0.84 5.72 0.143
N -1.34991 1.43575 -0.15696 -0.46 -1.07 -2.76 -0.467
H -1.36445 0.84993 2.47625 -0.94 0.62 0.07 0.238
H -0.63473 -0.51233 2.28006 -2.61 -0.06 -1.50 0.213
H -2.53111 -0.42710 2.38643 -0.98 -0.84 0.27 0.233
H -3.35558 -1.16248 0.02232 -1.04 -1.22 -0.05 0.202
H -3.53326 0.04746 -2.21378 2.07 0.78 1.38 0.428
H -1.76747 1.90740 -2.30208 0.47 1.31 -1.19 0.198
C 2.19103 1.41041 -0.97535 0.56 -0.56 -3.92 -0.661
C 2.06997 0.11464 -0.35639 -0.50 -4.59 0.39 0.102
C 2.13578 -0.29098 0.94277 -0.14 -0.21 -1.49 -0.107
N 2.10094 -1.68705 0.93154 0.06 -0.99 0.58 -0.567
C 1.95769 -2.17573 -0.39680 0.09 1.37 2.65 0.172
N 1.88272 -1.14002 -1.16525 0.49 1.92 -0.52 -0.471
H 1.52591 2.16526 -0.64087 -1.30 0.38 -0.10 0.241
H 2.15567 1.10382 -2.13384 -0.48 1.37 2.30 0.237
H 3.14935 1.88845 -0.89255 0.88 -0.22 0.35 0.217
H 2.03280 0.39183 1.78341 0.48 -0.76 0.20 0.223
H 2.50589 -2.23602 1.68805 -0.53 0.18 -0.27 0.402
H 1.83355 -3.30316 -0.54880 0.30 2.08 -0.18 0.210

no.,total energy (eV)
1,-46050.2329
2,-52995.4976
3,-7359.5543
4,-14447.9925